Entry from the Open Molecules 2025 dataset: a structure of composition C28H24F6NO4P2PdS2 (the ωB97M-V functional and the def2-TZVPD basis).

Results
**DFT total energy**: -99133.1462 eV
**Frontier orbital gap**: 7.8 eV
**Max |F|**: 0.7 eV/A
**Total charge**: +1

XYZ file:
```
68
Properties=species:S:1:pos:R:3:lowdin_charge:R:1
C -1.48835 -2.68178 3.73471 -0.052
F -1.00732 -5.42689 -1.21524 0.157
C 0.13662 2.90423 -1.90741 -0.338
H -0.66903 3.44350 1.13103 0.096
S -1.81263 -2.91425 -1.22663 0.613
H -1.91364 -0.76682 2.89426 0.107
H -4.54317 -0.14405 -2.50120 0.120
O 1.09017 -1.11601 -2.77957 -0.332
H -1.44557 1.22245 2.04131 0.082
H 1.38168 -4.43843 3.30353 0.118
C -2.25183 1.66719 -0.78481 -0.365
P -0.46609 1.79861 -0.64083 0.949
C 1.72640 -3.66160 -3.12435 -0.698
C -0.09186 2.53111 0.98070 -0.339
C 0.99736 -2.49595 2.49451 -0.084
H 4.31294 0.77259 4.40670 0.115
H -5.15451 2.93151 0.42004 0.114
H -0.81475 -4.59340 4.42600 0.117
H -2.45670 -2.76290 4.20955 0.115
C -3.11461 2.46036 -0.02796 -0.081
N -0.69495 -2.82757 -2.36677 -0.286
C 0.07952 -1.44759 2.39956 -0.357
F -2.70451 -4.99570 0.05382 0.165
C 3.17117 0.56579 0.72178 -0.093
H -2.73241 3.19391 0.67027 0.103
F 1.46708 -3.49467 -4.40692 0.178
Pd 0.24922 -0.28814 -0.70400 0.611
H -0.06185 1.70855 3.02685 0.108
H -6.07110 1.27205 -1.16380 0.116
C 1.51524 3.05184 -2.07588 -0.084
H -0.93902 5.09838 -4.24625 0.115
C 0.67339 -3.62457 3.22690 -0.059
C -1.17457 -1.54990 3.00085 -0.073
C -0.56452 -3.71178 3.85026 -0.051
C 2.00124 3.94449 -3.01378 -0.058
O 1.26134 -2.45476 -0.76637 -0.341
H 5.92652 1.19913 2.57972 0.115
H 5.19742 1.04707 0.22413 0.115
H 1.95696 -2.43179 1.99589 0.115
C 3.99147 0.72226 3.37501 -0.054
H 2.20688 2.46848 -1.47915 0.091
C -2.77611 0.73673 -1.68282 -0.093
C -4.99992 1.38480 -1.06051 -0.047
H -2.12197 0.11113 -2.27975 0.101
H 0.96205 2.81799 0.97297 0.095
H 1.97865 0.21042 3.88496 0.117
C -0.25456 4.52697 -3.63397 -0.054
C -0.75126 3.63391 -2.69555 -0.061
H 3.06813 4.06177 -3.14716 0.114
C 2.25760 0.34079 1.74607 -0.352
H 2.86748 0.46805 -0.31126 0.080
C 1.11435 4.68129 -3.79034 -0.052
C -4.48675 2.31700 -0.16882 -0.057
S 0.78277 -2.40746 -2.15998 0.585
O -3.08583 -3.00358 -1.85537 -0.242
C 4.89709 0.96104 2.34665 -0.053
F 1.38653 -4.87579 -2.74155 0.174
C -1.53676 -4.54826 -0.37710 -0.672
F -0.72077 -4.39239 0.65972 0.147
H -1.82001 3.50893 -2.58015 0.108
C -4.14659 0.59412 -1.81741 -0.043
P 0.52307 -0.02384 1.43679 0.948
F 3.01615 -3.46115 -2.89037 0.165
C -0.37787 1.45074 2.01528 -0.329
C 2.67744 0.40684 3.07937 -0.077
C 4.48955 0.88047 1.02506 -0.056
O -1.60816 -1.93033 -0.18328 -0.352
H 1.49607 5.37488 -4.52791 0.115
```

Entry from the Open Molecules 2025 dataset: a structure of composition C28H25AsCl4ErGeO2S at a distorted geometry (the ωB97M-V functional and the def2-TZVPD basis).

Results
**Spin multiplicity**: 4
**DFT total energy**: -239438.4120 eV
**Frontier orbital gap (alpha / beta)**: 4.8 / 4.7 eV
**⟨S²⟩**: 3.754
**Max |F|**: 2.6 eV/A
**Total charge**: -1

XYZ file:
```
63
Properties=species:S:1:pos:R:3:lowdin_charge:R:1
C 3.56776 -1.84074 0.03762 -0.103
H 1.17498 0.74428 -4.80483 0.043
Cl -0.07147 -7.13344 -1.35841 0.630
H -1.55751 3.53372 -4.21402 0.031
C 1.36296 0.14636 4.25266 -0.112
H -2.65552 -0.61163 1.45970 -0.129
C -1.58172 2.98426 1.56135 -0.153
C -0.17319 -3.13086 -1.84584 -0.426
H 2.19419 -0.08083 3.59339 0.089
H 2.97139 -3.35153 1.43986 0.102
C 2.14070 0.08578 -0.06133 -0.161
C -2.45246 -3.98563 -2.01605 -0.606
H -1.53112 0.95001 6.65492 0.092
C -0.71019 0.72524 5.98409 -0.109
H 3.85579 -0.20395 -1.31894 0.099
H 0.05922 3.53133 -3.49100 0.035
H -1.39394 0.38312 -5.77302 0.039
H 0.74339 0.55516 7.55953 0.089
O 0.63819 -2.09608 -1.82626 -0.246
C -0.60813 3.00305 -4.16989 -0.285
C -0.55412 5.07590 0.97894 -0.115
C -0.64718 -5.52069 -1.61592 -0.706
C 1.32426 -0.41166 0.95246 -0.340
H 1.91551 1.04900 -0.52444 0.082
C -0.36872 2.31145 1.42582 -0.298
C 0.25354 -4.44789 -1.65691 -0.589
C -1.67787 4.35005 1.35376 -0.106
H 1.71613 2.57153 0.97181 0.084
C 1.59900 0.21154 5.62007 -0.109
C 0.56277 0.50405 6.49305 -0.120
C 3.25601 -0.61400 -0.51537 -0.094
Er -0.75490 -0.67655 -0.95943 0.894
H 1.54438 4.98121 0.54517 0.091
S -2.06544 1.62598 -1.61934 0.223
C 1.64354 -1.67674 1.46913 -0.119
H 1.00926 -0.50381 -3.51925 0.019
H -2.63341 4.84823 1.46478 0.095
H -2.15590 -0.66407 -4.51974 0.026
H -1.94189 0.81145 4.24790 0.097
C 0.66033 4.42392 0.83330 -0.108
C 2.75323 -2.37412 1.02909 -0.093
H -2.89238 0.90455 -4.93771 0.043
H -2.47970 2.42604 1.80712 0.100
H 2.59707 0.03369 6.00294 0.091
Cl 1.96283 -4.70107 -1.49907 0.698
H -0.62794 6.14121 0.79671 0.090
Cl -3.14615 -6.58535 -1.71542 0.630
H 0.99773 -2.12060 2.21861 0.107
C 0.09562 0.36761 3.72384 -0.251
C 0.93037 0.55646 -3.75456 -0.212
C -1.56195 -2.90394 -2.08062 -0.412
Cl -4.13276 -3.66556 -2.27165 0.688
C -2.00885 -5.28324 -1.78514 -0.716
H 4.42153 -2.40115 -0.32003 0.099
H -0.15879 2.93265 -5.16129 0.032
C -1.95514 0.35722 -4.83734 -0.242
Ge -0.33701 0.34748 1.77922 0.702
H 1.59336 1.13172 -3.10607 0.034
O -1.97275 -1.66552 -2.35296 -0.296
C -0.93415 0.65099 4.61855 -0.115
As -0.91557 1.22186 -3.46481 0.752
C 0.74864 3.05665 1.06363 -0.121
C -1.63585 -0.88407 1.15760 -0.431
```

Entry from the Open Molecules 2025 dataset: a structure of composition C28H25Cl2GeInN2S2 (the ωB97M-V functional and the def2-TZVPD basis).

Results
**DFT total energy**: -140822.6414 eV
**Frontier orbital gap (alpha / beta)**: 6.4 / 5.6 eV
**Max |F|**: 0.4 eV/A

XYZ file:
```
61
Properties=species:S:1:pos:R:3:lowdin_charge:R:1
C -1.39227 2.38289 4.61110 -0.324
H 1.42970 1.57979 -0.57944 0.076
H 1.14448 3.89988 3.72171 0.080
Cl 0.94893 -3.09328 3.27096 0.443
H -3.41790 -1.32449 -6.64300 0.096
H -0.47205 5.40693 -0.69070 0.096
In -0.52278 -0.79336 1.52650 0.635
C 0.66952 1.80962 3.24295 -0.327
C 2.39145 1.12579 2.01824 -0.630
S 2.83600 2.75004 2.37166 1.088
C -3.32850 -0.91585 3.86270 -0.062
H -2.83111 -1.82030 4.21435 0.093
H -1.39678 0.09501 -6.53623 0.097
C -1.79577 -0.34851 -5.63270 -0.097
H 1.49627 4.00314 -0.16787 0.083
C -2.81024 -1.48189 -3.31629 -0.113
C -2.93032 -1.14647 -5.69315 -0.104
C 1.39360 2.95834 3.26636 -0.322
C 3.23851 0.21448 1.19807 -0.060
C 0.55977 2.18427 -0.82093 -0.127
C -0.50102 4.34034 -0.87343 -0.101
H -0.29513 0.51145 -4.37802 0.095
C 3.68443 -2.09091 -1.89218 -0.102
H -4.32241 -2.33486 -4.57825 0.097
H 4.10862 -0.31288 -3.01491 0.100
C 1.52838 -4.58577 4.05953 -1.004
C -1.63786 3.75343 -1.41235 -0.092
C -1.85741 -1.11780 -0.05501 -0.408
C 2.70863 -2.81276 -1.21955 -0.097
C 3.35510 -0.87785 -2.47967 -0.097
H 1.82060 0.56012 -2.85321 0.096
Cl 1.38221 -4.51960 5.81873 0.500
H 2.95334 -3.76887 -0.77321 0.100
N -1.25098 0.35332 3.54867 -0.011
Ge -0.77836 -0.39028 -1.51952 0.696
H -2.50202 4.36280 -1.64570 0.099
N 1.25375 0.77937 2.54541 0.013
H -4.27384 -0.80385 4.38745 0.077
H 4.69304 -2.47598 -1.96728 0.097
C 1.06963 -1.08871 -1.69447 -0.291
C -0.57126 1.57587 -1.36065 -0.280
C -1.67290 -0.68476 -3.24120 -0.285
C -2.44007 0.26002 4.07309 -0.625
C 1.41719 -2.31318 -1.12255 -0.146
H 0.66392 -2.87978 -0.58435 0.077
C 2.05880 -0.38931 -2.38516 -0.124
H -3.52388 -1.03094 2.79290 0.078
H 0.92159 -5.40552 3.69334 0.025
C -0.64799 1.55801 3.82922 -0.319
H 2.57429 -4.71109 3.80525 0.023
C -1.17594 -0.12040 -4.41400 -0.111
H 3.73410 0.75061 0.39056 0.083
C -3.43799 -1.71187 -4.53378 -0.096
H 4.00233 -0.25264 1.82111 0.093
H -3.20176 -1.92800 -2.40870 0.081
H -1.15018 3.36630 4.97323 0.080
C 0.60089 3.55111 -0.57868 -0.103
H 2.61699 -0.57080 0.76489 0.058
C -1.66797 2.38752 -1.65147 -0.105
S -2.88706 1.63933 4.98402 1.106
H -2.56232 1.94278 -2.07442 0.103
```